H3N2O2P | the ωB97M-V functional and the def2-TZVPD basis

Results
* expectation value of S²: 2.00
* Kohn-Sham gap (spin up / spin down): 8.03 / 8.27 eV
* relative energy (zero: lowest compared OMol25 entry of this formula, charge and spin): 375.9 kJ/mol
* 2S+1: 3

Last column: natural (NBO) charge in e.
Positions of all 8 atoms, in Å:
N -0.016 0.622 0.847  -1.17
N -0.302 -2.064 0.509  0.32
O 0.894 -1.913 0.700  -0.42
O -0.967 -3.072 0.502  -0.37
P -1.255 -0.397 0.422  0.79
H 1.056 0.445 0.971  0.45
H -0.071 1.580 0.545  0.41
H -0.934 -0.954 -1.965  -0.01

C23H39FGeI2MoNO9 | the ωB97M-V functional and the def2-TZVPD basis

Results
* expectation value of S²: 0.76
* Kohn-Sham gap (spin up / spin down): 5.74 / 6.10 eV
* relative energy (zero: lowest compared OMol25 entry of this formula, charge and spin): 38.7 kJ/mol
* 2S+1: 2
* total charge: +2

Last column: Löwdin spin population.
Positions of all 77 atoms, in Å:
Mo 0.949 0.004 0.388  0.84
C 1.648 -4.291 0.097  0.00
C 0.940 -3.227 0.923  0.00
C 1.645 -3.077 2.255  0.00
C -0.520 -3.580 1.115  0.00
O 0.985 -1.928 0.147  0.02
Ge 1.287 -2.181 -1.920  0.03
O 2.034 -0.117 -1.124  0.03
C 3.010 0.751 -1.859  0.01
C 3.975 1.335 -0.842  0.00
C 2.197 1.807 -2.582  0.00
C 3.735 -0.164 -2.827  0.00
O -0.310 -1.497 -2.124  0.00
C -1.219 -1.540 -3.259  0.00
C -1.290 -0.130 -3.822  0.00
C -2.565 -1.976 -2.706  0.00
C -0.705 -2.523 -4.300  0.00
H 1.685 -5.207 0.686  0.00
H 1.114 -4.541 -0.824  0.00
H 2.673 -4.008 -0.149  0.00
H 1.706 -4.066 2.710  0.00
H 2.660 -2.696 2.144  0.00
H 1.080 -2.451 2.940  0.00
H -0.594 -4.575 1.554  0.00
H -0.988 -2.879 1.804  0.00
H -1.065 -3.575 0.170  0.00
H 3.502 2.104 -0.235  0.00
H 4.366 0.558 -0.185  0.00
H 4.814 1.783 -1.374  0.00
H 1.567 2.361 -1.888  0.00
H 2.876 2.508 -3.070  0.00
H 1.563 1.360 -3.348  0.00
H 4.239 -0.979 -2.306  0.00
H 3.058 -0.582 -3.574  0.00
H 4.489 0.416 -3.359  0.00
H -1.587 0.572 -3.043  0.00
H -0.323 0.175 -4.227  0.00
H -2.022 -0.083 -4.629  0.00
H -2.938 -1.247 -1.985  0.00
H -3.292 -2.069 -3.513  0.00
H -2.480 -2.943 -2.208  0.00
H 0.276 -2.225 -4.682  0.00
H -0.629 -3.532 -3.883  0.00
H -1.384 -2.569 -5.151  0.00
I -3.113 -1.125 1.603  0.00
C -4.479 0.484 1.394  0.00
I -4.241 1.613 -0.381  0.00
H -4.334 1.149 2.234  0.00
H -5.477 0.065 1.397  0.00
N 1.164 5.173 2.259  0.00
C 1.019 4.319 1.037  0.00
C 1.264 2.876 1.498  0.00
O 1.517 2.678 2.671  0.00
O 1.174 2.030 0.536  0.03
H 0.315 5.691 2.487  0.00
H 1.936 5.836 2.193  0.00
H 1.369 4.488 3.023  0.00
H 1.747 4.615 0.286  0.00
H 0.018 4.423 0.626  0.00
F -0.671 0.483 -0.207  -0.01
O 0.406 -0.029 2.415  0.02
C 1.633 -0.098 2.760  0.01
O 2.429 -0.116 1.712  -0.01
C 2.127 -0.196 4.096  0.00
C 1.200 -0.362 5.132  0.01
C 1.616 -0.539 6.444  0.00
C 2.980 -0.535 6.657  0.01
O 3.620 -0.688 7.822  0.00
C 5.030 -0.623 7.541  0.00
O 5.163 -0.404 6.136  0.00
C 3.909 -0.365 5.624  0.00
C 3.522 -0.197 4.329  0.00
H 0.144 -0.360 4.895  0.00
H 0.920 -0.678 7.257  0.00
H 5.488 -1.573 7.812  0.00
H 5.460 0.214 8.088  0.00
H 4.233 -0.072 3.526  0.00

- expectation value of S² of number 2 (C23H39FGeI2MoNO9)?
  0.76